{
  "formula": "C28H70F3N8O10",
  "method": "ωB97M-V with the def2-TZVPD basis set",
  "e_tot_ev": -70632.8390,
  "max_force_ev_per_a": 7.577,
  "total_charge": 7,
  "e_above_lowest_kj_mol": 309.0,
  "homo_lumo_gap_ha": 0.0262,
  "e_lumo_ev": -11.470,
  "species": ["C", "C", "O", "N", "H", "H", "C", "H", "H", "H", "H", "H", "H", "C", "C", "O", "N", "H", "H", "C", "H", "H", "H", "H", "H", "H", "C", "C", "O", "N", "H", "H", "C", "H", "H", "H", "H", "H", "H", "C", "C", "O", "N", "H", "H", "C", "H", "H", "H", "H", "H", "H", "C", "C", "O", "N", "H", "H", "C", "H", "H", "H", "H", "H", "H", "C", "C", "O", "N", "H", "H", "C", "H", "H", "H", "H", "H", "H", "C", "C", "O", "N", "H", "H", "C", "H", "H", "H", "H", "H", "H", "C", "C", "O", "N", "H", "H", "C", "H", "H", "H", "H", "H", "H", "C", "O", "O", "C", "F", "F", "F", "C", "C", "H", "H", "H", "H", "H", "H"],
  "coordinates": [[3.42730, 7.73874, -4.04401], [3.70975, 7.96804, -2.55575], [4.49395, 7.45882, -1.89774], [2.82252, 9.09819, -1.81747], [2.36559, 9.62012, -2.55783], [2.01860, 8.58054, -1.38048], [3.53451, 9.90246, -0.83334], [3.69079, 6.69007, -4.26444], [4.10097, 8.32019, -4.69605], [2.42510, 8.01412, -4.36278], [3.99587, 10.69681, -1.39668], [4.18950, 9.29251, -0.21128], [2.80351, 10.38071, -0.13915], [2.11594, 2.59872, 8.57062], [0.65979, 2.48181, 8.41716], [0.02687, 1.78814, 7.76229], [-0.20320, 3.53430, 9.44309], [0.16328, 4.47065, 9.34648], [-1.13966, 3.49093, 9.07900], [-0.23635, 3.06056, 10.88191], [2.62182, 2.16764, 7.69543], [2.44998, 1.93988, 9.44221], [2.55796, 3.55612, 8.85140], [-0.26058, 1.99514, 10.83557], [-1.13458, 3.43800, 11.36666], [0.71989, 3.38603, 11.30947], [-6.81854, -7.87260, 1.02711], [-5.60296, -7.10314, 1.28782], [-4.54431, -6.75092, 1.47127], [-7.09023, -2.80224, 5.64958], [-4.00434, 0.19681, -0.23003], [-8.02254, -2.57863, 5.82492], [-6.87475, -3.09667, 4.47598], [-6.75484, -8.73331, 1.76298], [-6.76088, -8.27585, -0.00191], [-7.74548, -7.23339, 1.09718], [-5.98845, -3.67761, 4.22231], [-7.55479, -2.71770, 3.63916], [-11.84374, 3.51081, -5.02290], [-7.26347, 4.34840, 3.36249], [-8.00176, 2.97797, 3.32410], [-7.63499, 2.01306, 3.80637], [-9.54277, 2.86283, 2.59839], [-10.15351, 2.94446, 3.40661], [-9.55286, 3.72200, 2.00714], [-9.88617, 1.52589, 1.90918], [-7.72929, 4.83779, 4.18314], [-7.40771, 4.92829, 2.45978], [-6.18609, 4.19182, 3.50495], [-10.95193, 1.33764, 1.86666], [-9.38616, 0.85546, 2.58903], [-9.54807, 1.40246, 0.89000], [9.34795, -0.67371, -9.60358], [8.88977, -2.02682, -10.01138], [8.32756, -3.01113, -10.20065], [3.78295, -5.69248, -3.19105], [3.22181, -5.05399, -2.60896], [4.03979, -6.51015, -2.65651], [2.86176, -6.31878, -4.16052], [10.24501, -0.38000, -10.15249], [9.63309, -0.77894, -8.59630], [8.46974, -0.01407, -9.75203], [2.11844, -5.63360, -4.49945], [2.33440, -7.26866, -3.85110], [3.49530, -6.58475, -5.04023], [-5.98197, 0.84283, -7.29252], [-5.81473, 0.52919, -8.74328], [-5.16906, -0.23150, -9.28266], [-6.57376, 1.58858, -9.62091], [-7.45171, 1.89472, -9.13370], [-5.96165, 2.43218, -9.66268], [-6.81386, 1.06105, -11.04334], [-7.05085, 1.09211, -7.06703], [-5.34385, 1.66041, -7.04482], [-5.61779, -0.05882, -6.82492], [-7.44610, 0.14373, -10.99402], [-5.85260, 0.81157, -11.47960], [-7.40466, 1.86006, -11.47826], [3.18925, -7.49003, 0.23465], [3.62862, -8.88522, -0.06855], [4.08025, -9.85643, -0.23148], [7.17251, -2.18314, -0.24736], [7.08144, -2.44703, -1.23587], [6.42791, -1.48800, -0.08558], [6.85805, -3.31868, 0.57121], [2.76647, -7.29471, 1.22275], [2.53963, -7.00233, -0.43680], [4.11299, -6.89365, 0.21533], [5.96275, -3.88036, 0.19435], [6.75687, -2.96401, 1.58290], [7.78208, -3.96976, 0.56985], [9.13400, -0.22478, 0.37114], [9.35198, -0.86555, 1.69652], [8.62145, -0.98202, 2.57400], [10.68089, -1.63151, 1.81849], [11.29948, -0.90225, 2.16649], [10.61340, -2.30875, 2.58850], [11.15808, -2.22552, 0.57087], [10.02485, 0.06119, -0.20237], [8.44750, 0.61729, 0.52476], [8.51101, -0.98238, -0.18174], [11.52515, -1.36091, 0.00235], [10.37643, -2.78397, 0.03703], [11.97987, -2.89301, 0.85526], [-2.86083, 0.08590, 1.46965], [-3.24139, -0.78582, 2.41039], [-3.27795, -0.22393, 0.07841], [-3.40281, 1.42677, 1.91439], [-2.53768, 1.69101, 2.94217], [-3.37518, 2.43710, 1.09740], [-4.66981, 1.39568, 2.46281], [-2.74301, -2.12769, 2.21432], [-2.54759, -2.66836, 3.64119], [-1.50947, -2.55335, 4.02878], [-3.27535, -2.31633, 4.36202], [-2.74981, -3.76364, 3.49622], [-1.85692, -2.20100, 1.58878], [-3.58155, -2.63080, 1.73135], [-1.80696, 0.22813, 1.49186]]
}


{
  "formula": "C45H34NO2PtS2",
  "method": "ωB97M-V with the def2-TZVPD basis set",
  "e_tot_ev": -77714.7965,
  "max_force_ev_per_a": 1.098,
  "total_charge": 1,
  "e_above_lowest_kj_mol": 16.5,
  "homo_lumo_gap_ha": 0.2929,
  "e_lumo_ev": -2.822,
  "species": ["Pt", "C", "C", "C", "C", "N", "C", "C", "C", "C", "C", "C", "C", "H", "H", "H", "H", "H", "H", "H", "H", "C", "C", "C", "C", "C", "C", "C", "S", "O", "C", "C", "C", "C", "C", "C", "C", "C", "C", "C", "C", "C", "C", "C", "C", "C", "C", "C", "C", "C", "S", "O", "C", "C", "C", "C", "C", "C", "C", "H", "H", "H", "H", "H", "H", "H", "H", "H", "H", "H", "H", "H", "H", "H", "H", "H", "H", "H", "H", "H", "H", "H", "H", "H", "H"],
  "coordinates": [[2.18374, -1.05971, -1.17689], [0.37896, -2.67632, -4.70875], [1.31866, -3.61954, -5.10642], [2.46916, -3.78337, -4.35878], [2.67225, -3.00626, -3.22651], [1.74872, -2.08716, -2.85563], [0.63472, -1.93442, -3.57767], [3.82301, -3.08117, -2.32027], [4.92574, -3.90874, -2.50588], [5.95141, -3.90445, -1.57484], [5.87448, -3.07283, -0.46281], [4.78026, -2.23753, -0.27827], [3.75123, -2.23181, -1.20592], [-0.53344, -2.51302, -5.26247], [1.15542, -4.21758, -5.99261], [3.21122, -4.51220, -4.64872], [-0.05564, -1.17474, -3.23538], [4.99643, -4.55512, -3.37110], [6.81167, -4.54404, -1.71538], [6.67705, -3.06639, 0.26310], [4.74956, -1.58087, 0.58246], [1.18414, 3.66244, 5.86052], [1.40215, 2.56533, 4.85710], [1.12396, 1.23767, 5.17826], [1.30285, 0.23034, 4.24725], [1.74352, 0.56354, 2.97358], [2.05463, 1.86914, 2.62937], [1.87756, 2.85900, 3.58218], [2.01433, -0.74977, 1.81196], [2.58809, -0.01504, 0.58398], [0.38148, -1.32151, 1.37590], [0.32474, -2.73534, 1.31920], [-0.82290, -3.35745, 0.94050], [-1.97152, -2.59574, 0.61692], [-3.18272, -3.22336, 0.23015], [-4.29256, -2.48336, -0.04721], [-4.24591, -1.07320, 0.04458], [-3.09192, -0.44006, 0.40034], [-1.91517, -1.18313, 0.69371], [-0.69425, -0.53663, 1.06303], [-0.66387, 0.95647, 1.10388], [-1.25643, 1.61559, 2.23065], [-1.83507, 0.88809, 3.30079], [-2.40655, 1.53828, 4.35716], [-2.42092, 2.94776, 4.40422], [-1.86924, 3.67373, 3.38809], [-1.28018, 3.02766, 2.27581], [-0.72042, 3.76636, 1.20083], [-0.18306, 3.13228, 0.12736], [-0.16969, 1.71654, 0.07943], [0.57860, 1.07038, -1.43151], [1.60652, 2.04448, -1.85133], [-0.82075, 1.28257, -2.51772], [-0.78421, 2.33581, -3.41430], [-1.86855, 2.53153, -4.25745], [-2.97281, 1.68485, -4.22464], [-4.12822, 1.88849, -5.16381], [-2.97504, 0.62352, -3.31764], [-1.90407, 0.41497, -2.46802], [1.11538, 3.26455, 6.87155], [0.25257, 4.19036, 5.64521], [1.99383, 4.39032, 5.83028], [0.76725, 0.99186, 6.17039], [1.09448, -0.80130, 4.50691], [2.41843, 2.09982, 1.63708], [2.11351, 3.88491, 3.32593], [1.21103, -3.30589, 1.56869], [-0.87014, -4.43760, 0.88680], [-3.20981, -4.30394, 0.16966], [-5.21467, -2.97127, -0.33322], [-5.13490, -0.49408, -0.16759], [-3.06474, 0.64000, 0.45813], [-1.82133, -0.19356, 3.27707], [-2.84960, 0.97016, 5.16453], [-2.87823, 3.45038, 5.24622], [-1.88256, 4.75656, 3.41340], [-0.73491, 4.84846, 1.24642], [0.26047, 3.68411, -0.69044], [0.08537, 2.97888, -3.44599], [-1.85371, 3.35835, -4.95659], [-4.15251, 2.90707, -5.54662], [-5.07731, 1.68087, -4.67069], [-4.04687, 1.21409, -6.01848], [-3.82809, -0.04312, -3.27727], [-1.92402, -0.40494, -1.75582]]
}


{
  "formula": "C5H8O",
  "method": "ωB97M-V with the def2-TZVPD basis set",
  "e_tot_ev": -7360.1446,
  "max_force_ev_per_a": 0.447,
  "e_above_lowest_kj_mol": 203.6,
  "homo_lumo_gap_ha": 0.3765,
  "smiles": "C=CC=O.C=C",
  "e_lumo_ev": 0.251,
  "species": ["C", "C", "C", "C", "C", "O", "H", "H", "H", "H", "H", "H", "H", "H"],
  "coordinates": [[-1.76512, -1.27058, -0.45018], [-1.08995, -0.71269, -1.44751], [0.52247, 1.75031, 1.12335], [1.11100, 0.96195, 0.22821], [1.59635, -0.37844, 0.60477], [2.09486, -1.16464, -0.16925], [-1.32600, -2.04822, 0.16954], [-2.77625, -0.96142, -0.19641], [-0.06957, -1.00887, -1.68196], [-1.52369, 0.06893, -2.06482], [0.39340, 1.42564, 2.15387], [0.13059, 2.72804, 0.86558], [1.23873, 1.24899, -0.81204], [1.46316, -0.63900, 1.67685]]
}